{"formula": "C5H8FN3O", "method": "ωB97M-V with the def2-TZVPD basis set", "symbols": ["F", "O", "N", "N", "N", "C", "C", "C", "C", "C", "H", "H", "H", "H", "H", "H", "H", "H"], "coordinates": [[-0.806, 2.031, 0.068], [0.857, 0.655, 0.510], [-1.603, -1.075, -0.968], [-0.724, -0.204, -0.953], [-2.621, -0.992, -0.032], [1.781, 0.668, -0.518], [-2.449, -0.429, 1.069], [-1.132, 0.139, 1.384], [2.003, -0.668, -1.096], [-0.454, 0.651, 0.186], [-3.278, -0.073, 1.494], [1.107, -1.165, -1.515], [2.258, -1.438, -0.311], [2.691, 1.151, -0.024], [-1.214, 0.868, 2.184], [2.699, -0.748, -1.887], [1.401, 1.377, -1.275], [-0.516, -0.749, 1.683]], "forces_ev_per_a": [[-0.39, -1.22, -1.23], [-0.33, -0.74, 0.98], [0.70, 0.24, 0.29], [0.30, 0.72, -1.60], [-1.68, -0.89, -0.98], [1.41, 2.28, -0.80], [3.02, 0.66, -2.06], [-0.07, -1.67, 2.04], [-0.55, -3.27, 0.85], [-0.53, 1.22, 1.73], [-3.35, 0.61, 2.44], [0.28, 0.91, 0.11], [0.32, 0.97, -0.47], [-0.91, -0.86, -0.97], [0.38, -0.02, 0.06], [1.18, 0.36, -0.62], [0.47, -0.18, 0.00], [-0.25, 0.89, 0.25]], "smiles": "CCO[C@]1(F)CC=NN=N1", "gap_ev": 9.09, "charge": 0, "homo_energy_ev": -9.77, "max_force_ha_per_bohr": 0.0815}

=====

{"formula": "C5H8FNO2", "method": "ωB97M-V with the def2-TZVPD basis set", "symbols": ["F", "O", "O", "N", "C", "C", "C", "C", "C", "H", "H", "H", "H", "H", "H", "H", "H"], "coordinates": [[-0.747, 1.598, -1.893], [1.396, 0.566, 2.499], [1.539, -0.168, 0.483], [0.032, -1.697, -0.993], [-0.714, 0.123, 1.439], [0.750, 0.088, 1.626], [-1.518, -0.288, 0.341], [-0.925, -0.568, -1.122], [0.069, 0.513, -1.441], [0.628, -1.668, -1.927], [-1.083, 0.292, 2.387], [0.659, 0.356, -2.466], [0.742, 0.850, -0.472], [-0.530, -2.840, -1.020], [-2.704, -0.337, 0.416], [-1.693, -0.576, -1.981], [1.034, -0.966, 0.141]], "forces_ev_per_a": [[0.07, 0.25, 0.48], [-0.96, 0.17, 2.34], [-1.01, -2.45, 2.37], [-1.53, -5.21, -2.97], [-1.60, -2.68, -3.41], [2.86, 1.75, -3.17], [0.27, 1.03, 0.93], [0.29, -0.31, 1.23], [0.70, 3.61, -1.60], [-1.55, -0.51, 2.41], [-1.68, 0.49, 1.64], [-0.66, -0.44, 2.52], [-1.95, -0.58, -3.73], [2.19, 4.71, 0.10], [2.83, 0.32, 0.14], [0.91, -0.37, 1.62], [0.81, 0.22, -0.88]], "smiles": "N[C@@H](/C=C\\C(=O)O)CF", "gap_ev": 9.56, "charge": 0, "homo_energy_ev": -9.99, "max_force_ha_per_bohr": 0.1204}

=====

{"formula": "C5H8FNS", "method": "ωB97M-V with the def2-TZVPD basis set", "symbols": ["S", "F", "N", "C", "C", "C", "C", "C", "H", "H", "H", "H", "H", "H", "H", "H"], "coordinates": [[1.311, 0.849, -2.313], [-0.492, 1.960, 1.269], [0.716, -0.314, 1.119], [-1.119, -1.284, -0.506], [1.770, 0.293, 0.474], [-1.054, 1.003, 0.483], [-0.214, -0.131, 0.023], [0.899, 0.305, -0.894], [2.831, -0.035, 0.470], [-1.942, -0.802, -1.097], [1.973, 1.424, 0.510], [-2.311, 0.598, 0.820], [-0.441, -2.036, -1.001], [-1.201, 1.372, -0.617], [-1.720, -1.779, 0.161], [0.995, -1.425, 1.099]], "forces_ev_per_a": [[-0.59, -0.02, -1.16], [-0.33, -0.69, -0.19], [0.00, -6.77, 2.96], [1.68, 1.57, -1.84], [2.94, 3.55, -4.77], [-5.31, 0.45, -3.55], [-1.23, -1.46, 1.05], [2.86, 0.43, 2.11], [-0.92, -0.76, 0.12], [1.26, -0.49, -0.54], [-0.93, -1.14, 1.15], [4.19, 1.39, -0.37], [-1.12, 0.85, -0.10], [-0.74, 0.85, 2.04], [-0.80, -1.16, 2.57], [-0.95, 3.37, 0.51]], "gap_ev": 8.27, "charge": 0, "homo_energy_ev": -8.49, "max_force_ha_per_bohr": 0.1436}

=====

{"formula": "C5H8FNS2", "method": "ωB97M-V with the def2-TZVPD basis set", "symbols": ["S", "S", "F", "N", "C", "C", "C", "C", "C", "H", "H", "H", "H", "H", "H", "H", "H"], "coordinates": [[1.144, -0.643, -0.645], [-3.083, -0.941, -0.282], [1.484, 1.753, -0.827], [-0.496, -1.053, -0.850], [0.634, 1.522, 0.237], [-1.501, -0.585, -0.077], [-0.675, 2.140, 0.010], [-1.749, 2.647, -0.174], [1.704, -1.987, 0.423], [1.094, 1.932, 1.143], [-0.754, -1.647, -1.630], [-1.145, 0.070, 0.719], [2.766, -1.807, 0.611], [-2.705, 3.095, -0.336], [1.171, -1.982, 1.376], [1.590, -2.956, -0.065], [0.521, 0.442, 0.367]], "forces_ev_per_a": [[2.07, -6.45, -3.22], [0.33, 0.04, 0.02], [0.01, 0.25, 0.12], [0.02, 0.07, 0.01], [-1.78, 4.16, 1.82], [-0.34, -0.38, 0.17], [0.29, 0.75, -0.16], [0.14, -0.08, 0.05], [-0.05, -0.32, -0.14], [0.07, 0.08, -0.13], [0.03, 0.14, 0.03], [-0.50, -0.43, -0.01], [-0.08, 0.02, -0.06], [0.14, -0.13, 0.03], [0.02, 0.03, -0.06], [0.03, 0.03, 0.12], [-0.40, 2.22, 1.42]], "gap_ev": 8.71, "charge": 0, "homo_energy_ev": -8.31, "max_force_ha_per_bohr": 0.1459}